41
Properties=species:S:1:pos:R:3:forces:R:3 method="wB97M-V/def2-TZVPD" homo_lumo_gap_ev=7.292 e_homo_ev=-9.76
O 0.545 0.394 -0.919 -1.0 0.1 -0.8
C 0.420 0.508 0.281 0.6 -0.3 -0.3
C 1.691 0.782 0.990 1.5 0.6 0.3
C 2.899 0.987 0.340 -2.7 -0.3 0.8
C 4.180 1.156 1.017 1.9 0.7 -1.0
C 5.325 1.264 0.229 -2.9 -0.7 1.1
C 6.643 1.435 0.843 0.4 0.1 -3.1
O 7.589 1.440 0.068 0.1 0.1 1.3
C 6.749 1.619 2.319 2.1 -0.3 2.7
O 7.848 1.697 2.886 -1.9 0.1 -1.3
C 5.500 1.557 3.098 -2.0 -0.2 -0.6
C 4.300 1.318 2.489 1.7 0.2 -0.2
O -0.706 0.274 0.998 0.6 0.0 -0.6
C -1.910 -0.334 0.361 -0.9 -0.5 0.1
C -2.512 0.531 -0.777 0.1 0.0 0.4
C -3.801 -0.057 -1.361 -0.7 -1.0 -0.4
O -4.133 0.539 -2.634 -0.2 0.7 1.1
C -5.008 0.149 -0.416 -0.5 -0.1 -0.6
O -5.014 -0.263 0.712 0.1 0.2 -0.1
O -6.097 0.724 -0.990 0.9 -0.5 1.0
C -3.714 -1.582 -1.685 1.0 0.6 0.9
C -3.012 -2.410 -0.575 0.4 0.0 -1.4
O -2.763 -3.695 -1.169 0.0 0.1 0.6
C -1.661 -1.803 -0.131 0.6 0.7 -0.3
O -0.729 -1.850 -1.260 -0.7 0.4 1.1
H 1.632 0.765 2.063 0.1 0.0 0.3
H 2.866 1.059 -0.758 0.2 -0.2 0.6
H 5.217 1.118 -0.866 0.5 0.3 0.9
H 5.496 1.663 4.184 0.5 0.0 -0.4
H 3.415 1.263 3.084 -0.4 -0.1 0.3
H -2.695 -0.371 1.179 1.3 0.1 -0.7
H -1.824 0.529 -1.596 0.6 0.2 -0.5
H -2.680 1.577 -0.459 0.1 -0.5 0.0
H -3.432 0.328 -3.246 0.2 -0.1 -0.3
H -5.785 0.964 -1.865 -0.2 0.3 -0.8
H -3.103 -1.658 -2.613 -0.3 -0.1 0.6
H -4.712 -1.980 -1.876 0.1 0.0 0.0
H -3.673 -2.496 0.301 0.3 -0.3 -0.3
H -2.013 -3.597 -1.786 -0.3 0.1 0.4
H -1.253 -2.446 0.682 -0.3 0.5 -0.3
H -0.085 -1.095 -1.140 -0.9 -1.0 -0.5

---

54
Properties=species:S:1:pos:R:3:forces:R:3 method="wB97M-V/def2-TZVPD" e_above_lowest_kcal_mol=0.0 homo_lumo_gap_ev=8.206 e_homo_ev=-8.24
Ca -0.872 0.046 -1.104 -0.3 0.5 0.0
O -0.626 -2.292 -0.287 0.0 0.0 0.0
C 0.200 -2.176 -1.238 -0.1 0.0 0.0
O -0.150 -1.753 -2.372 0.2 -0.2 -0.1
C 1.667 -2.184 -0.904 0.0 -0.2 0.0
C 2.459 -3.291 -0.876 0.0 0.1 0.1
C 3.812 -3.157 -0.530 -0.1 0.1 0.0
C 4.353 -1.939 -0.204 -0.2 -0.1 -0.1
C 3.535 -0.816 -0.214 -0.2 0.0 0.0
C 2.157 -0.865 -0.587 0.3 -0.2 0.1
O 1.383 0.143 -0.654 -0.3 0.0 -0.1
N 4.146 0.436 0.167 0.2 0.2 -0.1
O 3.424 1.379 0.484 0.0 0.0 0.1
O 5.360 0.519 0.150 -0.1 -0.1 0.0
N 4.657 -4.337 -0.503 0.2 -0.2 -0.2
O 5.833 -4.200 -0.219 -0.1 0.1 0.1
O 4.148 -5.408 -0.789 -0.1 0.1 0.1
H 2.067 -4.270 -1.108 0.0 0.0 0.0
H 5.393 -1.853 0.064 0.1 0.0 0.0
N -1.166 5.616 -2.754 -0.1 0.2 -0.1
N -0.628 4.412 -2.343 0.1 -0.3 0.1
N 0.638 4.294 -2.016 0.0 0.1 0.0
C 0.728 2.990 -1.792 0.0 0.0 -0.1
N -0.449 2.380 -1.994 0.1 -0.3 0.3
N -1.313 3.307 -2.343 0.0 0.4 -0.1
H -0.666 6.353 -2.270 0.1 -0.1 0.0
H -2.144 5.630 -2.486 0.0 -0.1 0.0
H 1.621 2.470 -1.477 0.0 0.0 0.0
N 2.272 2.581 2.955 0.0 0.1 -0.1
C 1.149 2.517 3.700 0.1 -0.2 0.3
O 1.014 3.082 4.772 0.0 0.1 -0.1
C 0.047 1.648 3.159 -0.1 0.1 0.0
C -0.835 1.046 4.048 0.0 0.0 0.0
C -1.842 0.237 3.550 0.0 0.0 0.0
C -1.945 0.071 2.179 0.0 0.0 0.0
N -1.126 0.672 1.317 0.1 0.0 -0.2
C -0.152 1.442 1.804 0.1 0.0 0.0
H 3.036 3.118 3.328 0.0 0.0 0.0
H 2.466 1.966 2.178 0.0 0.0 0.0
H -0.711 1.221 5.109 0.0 0.0 0.0
H -2.537 -0.267 4.207 0.0 0.0 0.0
H -2.712 -0.564 1.749 0.0 0.0 0.0
H 0.506 1.901 1.074 0.0 0.0 0.0
C -4.413 -3.383 -1.156 0.0 0.0 0.0
N -3.576 -2.207 -1.057 0.0 0.1 0.0
C -3.967 -0.958 -1.355 0.2 -0.1 0.1
N -5.265 -0.759 -1.701 0.1 0.0 0.0
O -3.177 0.009 -1.284 -0.1 -0.1 0.0
H -3.821 -4.249 -0.873 0.0 0.0 0.0
H -4.769 -3.544 -2.177 0.0 0.0 0.0
H -5.269 -3.324 -0.480 0.0 0.0 0.0
H -2.587 -2.321 -0.838 0.1 -0.1 0.0
H -5.861 -1.524 -1.958 0.0 0.0 0.0
H -5.489 0.155 -2.053 0.0 0.0 0.0

---

46
Properties=species:S:1:pos:R:3:forces:R:3 method="wB97M-V/def2-TZVPD" total_charge=+1 homo_lumo_gap_ev=5.549 e_homo_ev=-10.93
C 2.286 -2.928 2.819 1.6 2.3 -0.9
C 3.226 -1.888 2.236 -2.9 -2.0 0.1
C 2.567 -1.022 0.965 -1.5 2.2 -0.5
C 2.884 -1.414 -0.627 -1.9 2.3 1.1
Cl 4.046 -2.827 -0.921 -2.0 2.5 0.5
C 2.231 -0.638 -1.915 0.1 1.5 4.7
P 2.516 -1.074 -3.764 -1.1 -1.5 -1.3
N 4.090 -0.491 -4.368 -1.2 0.5 1.2
O 2.562 -2.834 -3.840 2.0 2.4 0.2
C 1.195 0.623 -1.600 1.0 -1.5 2.7
C 0.872 1.038 -0.011 0.8 -1.5 -0.7
C 1.544 0.241 1.285 0.5 -1.5 -4.8
P 1.039 0.855 3.020 1.1 5.8 4.0
O 1.670 2.303 3.341 -2.0 -5.8 -1.7
O 1.461 -0.204 4.335 0.1 1.7 -2.5
O -0.715 1.111 3.124 3.4 -2.9 -2.5
C -0.220 2.295 0.155 0.7 0.8 0.3
O -0.114 3.268 1.062 -0.6 -4.2 -4.6
C -1.448 2.253 -0.981 0.5 -0.2 -2.8
C -2.993 2.618 -0.453 1.0 -1.4 1.0
C -3.715 1.122 -0.248 1.0 -0.8 -1.8
O -3.366 0.490 1.039 -1.2 0.2 -1.2
C -4.048 -0.801 1.222 -0.8 -1.5 0.5
C -3.119 -2.123 0.927 -0.4 -0.9 0.0
C -1.165 1.878 -2.426 1.0 0.7 4.5
I -2.743 1.848 -3.957 1.7 0.1 1.5
C 0.414 1.479 -2.807 2.0 1.4 -3.7
O 0.984 1.859 -3.952 -3.7 -2.6 7.4
H 2.524 -4.076 2.862 0.3 2.6 1.0
H 1.256 -2.592 3.307 1.8 -0.8 -2.3
H 4.325 -1.720 2.636 -2.0 -1.0 -2.0
H 3.906 -0.040 -5.301 0.1 -0.6 1.4
H 4.454 0.233 -3.711 -0.1 -0.8 -0.8
H 3.491 -3.144 -4.053 -1.3 0.5 0.5
H 2.354 0.061 4.743 -1.8 -0.1 -1.1
H -1.072 0.572 2.333 0.1 1.0 1.7
H -2.916 3.089 0.631 -0.2 -0.7 -2.4
H -3.574 3.287 -1.220 1.2 -1.4 1.6
H -4.858 1.130 -0.497 2.0 0.2 0.9
H -3.209 0.441 -1.088 -1.3 1.4 1.6
H -4.412 -0.900 2.351 0.9 0.6 -2.4
H -5.028 -0.865 0.554 2.1 0.3 1.3
H -2.413 -2.028 -0.003 -1.3 0.1 1.8
H -3.857 -3.028 0.682 1.5 2.0 0.5
H -2.501 -2.494 1.877 -1.2 1.1 -2.1
Cu -0.413 5.038 0.237 0.0 -0.5 0.4

---

42
Properties=species:S:1:pos:R:3:forces:R:3 method="wB97M-V/def2-TZVPD" spin_multiplicity=5 e_above_lowest_kcal_mol=27.1 homo_lumo_gap_ev="6.138 / 5.197" e_homo_ev="-5.71 / -7.98"
C 4.338 3.620 0.413 0.2 -0.1 0.1
C 2.943 3.307 -0.079 -0.1 0.1 -0.1
O 2.522 2.105 0.612 -0.8 -0.3 -0.3
C 1.355 1.528 0.239 -0.2 1.5 -1.3
C 1.046 0.352 1.047 0.8 -1.1 0.5
Cl 0.135 -0.923 0.390 2.5 -0.1 1.3
C 1.714 -0.111 2.277 -0.1 -1.1 1.9
O 1.205 -0.971 3.009 0.6 1.6 -1.5
O 2.909 0.434 2.548 -0.8 -0.6 0.2
C 3.467 -0.105 3.778 0.2 0.1 0.1
C 4.825 0.528 3.889 0.2 0.1 0.0
O 0.628 1.932 -0.664 1.0 -0.6 1.2
H 4.696 4.557 -0.015 -0.1 0.0 0.0
H 4.358 3.717 1.503 0.0 0.0 -0.1
H 5.040 2.834 0.117 -0.1 0.1 0.1
H 2.246 4.117 0.176 0.1 -0.3 -0.2
H 2.941 3.131 -1.164 -0.2 0.0 0.3
H 2.801 0.172 4.610 0.2 -0.2 -0.3
H 3.525 -1.201 3.701 -0.1 0.4 0.1
H 5.325 0.230 4.810 0.0 0.0 0.0
H 5.450 0.220 3.047 0.0 0.1 0.1
H 4.730 1.617 3.877 0.1 -0.1 0.0
O -6.477 -0.567 -1.866 2.5 -0.2 -0.7
C -5.429 -0.932 -2.249 -5.2 1.1 1.9
Fe -4.197 -1.902 -2.955 3.7 0.1 1.1
C -5.192 -3.038 -3.828 -3.5 -0.5 -2.3
O -6.041 -3.361 -4.549 1.5 -0.4 1.1
C -3.999 -0.620 -4.206 0.0 2.3 -3.5
O -4.122 0.210 -5.013 0.3 -1.6 1.9
C -1.723 -0.492 -0.410 -5.6 0.2 -4.2
C -2.902 -1.329 0.216 0.0 1.1 -0.2
C -3.653 -2.217 -0.772 1.2 -1.9 1.1
C -2.860 -2.918 -1.718 -0.6 0.6 0.5
C -1.913 -2.045 -2.397 1.7 -0.4 1.1
C -1.567 -0.812 -1.836 -0.4 0.6 0.2
H -1.860 0.585 -0.187 0.9 -0.7 0.0
H -2.592 -1.962 1.092 -0.1 0.4 -0.6
H -3.612 -0.569 0.592 0.3 -0.4 0.2
H -4.524 -2.689 -0.303 0.4 -0.1 -0.2
H -2.957 -3.984 -1.936 -0.1 0.5 -0.2
H -1.372 -2.428 -3.269 -0.5 0.4 0.0
H -1.207 -0.023 -2.527 0.4 -0.6 0.7

---

37
Properties=species:S:1:pos:R:3:forces:R:3 method="wB97M-V/def2-TZVPD" homo_lumo_gap_ev=7.991 e_homo_ev=-8.51
Cl -0.640 1.254 -0.404 -0.4 1.6 -0.3
C 0.256 -0.146 -0.252 -4.0 -2.9 -0.3
S -1.295 -1.518 0.839 1.2 0.8 1.1
C -2.916 -1.524 -0.073 0.5 0.2 0.1
C -3.511 -0.302 -0.351 -0.3 0.5 -0.3
C -4.705 -0.247 -1.080 0.2 -0.3 0.3
C -5.341 -1.430 -1.460 0.3 0.1 0.1
C -4.745 -2.658 -1.159 0.2 0.1 0.3
C -3.527 -2.713 -0.460 -0.2 -0.2 -0.3
O -0.785 -2.876 0.823 -0.3 0.1 -0.5
O -1.469 -0.862 2.115 -0.7 0.0 0.1
H -0.058 -0.954 -0.906 0.5 0.9 -1.0
H -3.037 0.621 -0.028 -0.2 -0.3 0.0
H -5.131 0.724 -1.326 0.0 -0.2 0.1
H -6.304 -1.388 -1.969 0.3 -0.1 0.0
H -5.239 -3.582 -1.464 0.2 0.2 0.2
H -3.073 -3.673 -0.220 0.0 0.3 -0.1
C 2.132 -0.284 -1.608 0.1 -0.1 -0.3
C 1.691 -0.104 -0.135 2.8 -0.1 0.9
C 2.085 -1.318 0.748 0.2 -0.1 0.3
C 2.334 1.219 0.421 -0.2 -0.8 0.0
C 2.800 1.287 1.737 0.2 0.2 0.2
C 3.246 2.503 2.275 -0.2 -0.1 -0.2
C 3.260 3.663 1.498 -0.2 -0.6 0.0
C 2.952 3.553 0.147 -0.2 -0.4 0.0
C 2.511 2.342 -0.391 0.2 0.1 0.2
H 1.730 0.567 -2.176 0.4 -0.3 -0.1
H 3.228 -0.334 -1.684 -0.3 0.1 -0.1
H 1.683 -1.183 -2.064 0.3 0.2 0.4
H 1.608 -1.216 1.740 0.3 -0.1 -0.4
H 1.732 -2.277 0.334 0.1 0.4 0.0
H 3.177 -1.370 0.894 -0.4 0.0 -0.2
H 2.894 0.383 2.352 -0.4 0.5 -0.2
H 3.549 2.537 3.319 0.0 0.0 -0.2
H 3.501 4.623 1.938 0.2 -0.1 -0.1
H 3.029 4.409 -0.504 0.1 0.1 -0.1
H 2.375 2.276 -1.468 -0.3 0.1 0.3

---

41
Properties=species:S:1:pos:R:3:forces:R:3 method="wB97M-V/def2-TZVPD" e_above_lowest_kcal_mol=0.0 homo_lumo_gap_ev=6.600 e_homo_ev=-8.07
Ti -0.156 -0.393 0.939 -1.3 -0.9 0.1
O 3.842 1.067 0.937 0.0 0.1 -0.1
C 2.551 0.848 0.795 0.4 -0.6 0.5
O 1.945 0.007 1.444 0.5 0.3 0.1
C 1.816 1.730 -0.108 -0.5 0.5 -0.5
C 2.254 2.876 -0.742 0.2 -0.2 0.1
C 1.286 3.715 -1.284 -0.1 0.1 -0.1
C -0.060 3.456 -1.073 0.0 0.0 0.0
C -0.405 2.306 -0.378 0.0 -0.2 0.1
N 0.519 1.431 -0.028 0.3 0.3 0.0
C -1.736 1.993 0.326 0.0 0.1 -0.1
O -2.752 2.560 -0.009 0.0 0.0 0.0
O -1.535 1.157 1.283 0.1 0.0 0.0
H 4.195 0.444 1.593 0.0 0.0 0.0
H 3.305 3.123 -0.779 0.0 0.0 0.0
H 1.589 4.616 -1.800 0.0 0.0 0.0
H -0.836 4.145 -1.378 0.0 0.0 0.0
I -0.155 -1.658 3.341 0.1 0.2 -0.2
C -1.922 -1.413 0.633 0.1 0.1 0.1
C -3.027 -2.216 0.859 0.0 0.0 -0.1
C -3.964 -2.280 -0.159 0.0 0.0 0.0
C -3.769 -1.565 -1.341 0.0 0.0 0.0
C -2.633 -0.791 -1.481 0.0 0.0 0.0
N -1.753 -0.746 -0.480 0.1 0.0 0.0
H -3.143 -2.753 1.790 0.0 0.0 0.0
H -4.857 -2.882 -0.041 0.0 0.0 0.0
H -4.497 -1.601 -2.139 0.0 0.0 0.0
H -2.430 -0.208 -2.370 0.0 0.0 0.0
C 2.778 -2.862 0.788 0.0 0.0 0.0
C 2.145 -2.455 -0.539 0.0 -0.1 0.0
C 3.087 -1.625 -1.406 0.0 -0.1 0.0
C 0.736 -1.854 -0.414 0.1 0.2 -0.1
H 3.700 -3.424 0.616 0.0 0.0 0.0
H 2.097 -3.494 1.360 0.0 0.0 0.0
H 3.011 -2.002 1.417 0.0 -0.1 0.0
H 2.005 -3.390 -1.100 0.0 0.0 0.0
H 3.335 -0.660 -0.968 0.0 0.1 0.1
H 2.644 -1.432 -2.386 0.0 0.0 0.0
H 4.032 -2.150 -1.565 0.0 0.0 0.0
H 0.074 -2.668 -0.087 0.0 0.0 0.0
H 0.390 -1.598 -1.422 0.0 0.0 0.0

---

Copy entry 1 word for word.
41
Properties=species:S:1:pos:R:3:forces:R:3 method="wB97M-V/def2-TZVPD" homo_lumo_gap_ev=7.292 e_homo_ev=-9.76
O 0.545 0.394 -0.919 -1.0 0.1 -0.8
C 0.420 0.508 0.281 0.6 -0.3 -0.3
C 1.691 0.782 0.990 1.5 0.6 0.3
C 2.899 0.987 0.340 -2.7 -0.3 0.8
C 4.180 1.156 1.017 1.9 0.7 -1.0
C 5.325 1.264 0.229 -2.9 -0.7 1.1
C 6.643 1.435 0.843 0.4 0.1 -3.1
O 7.589 1.440 0.068 0.1 0.1 1.3
C 6.749 1.619 2.319 2.1 -0.3 2.7
O 7.848 1.697 2.886 -1.9 0.1 -1.3
C 5.500 1.557 3.098 -2.0 -0.2 -0.6
C 4.300 1.318 2.489 1.7 0.2 -0.2
O -0.706 0.274 0.998 0.6 0.0 -0.6
C -1.910 -0.334 0.361 -0.9 -0.5 0.1
C -2.512 0.531 -0.777 0.1 0.0 0.4
C -3.801 -0.057 -1.361 -0.7 -1.0 -0.4
O -4.133 0.539 -2.634 -0.2 0.7 1.1
C -5.008 0.149 -0.416 -0.5 -0.1 -0.6
O -5.014 -0.263 0.712 0.1 0.2 -0.1
O -6.097 0.724 -0.990 0.9 -0.5 1.0
C -3.714 -1.582 -1.685 1.0 0.6 0.9
C -3.012 -2.410 -0.575 0.4 0.0 -1.4
O -2.763 -3.695 -1.169 0.0 0.1 0.6
C -1.661 -1.803 -0.131 0.6 0.7 -0.3
O -0.729 -1.850 -1.260 -0.7 0.4 1.1
H 1.632 0.765 2.063 0.1 0.0 0.3
H 2.866 1.059 -0.758 0.2 -0.2 0.6
H 5.217 1.118 -0.866 0.5 0.3 0.9
H 5.496 1.663 4.184 0.5 0.0 -0.4
H 3.415 1.263 3.084 -0.4 -0.1 0.3
H -2.695 -0.371 1.179 1.3 0.1 -0.7
H -1.824 0.529 -1.596 0.6 0.2 -0.5
H -2.680 1.577 -0.459 0.1 -0.5 0.0
H -3.432 0.328 -3.246 0.2 -0.1 -0.3
H -5.785 0.964 -1.865 -0.2 0.3 -0.8
H -3.103 -1.658 -2.613 -0.3 -0.1 0.6
H -4.712 -1.980 -1.876 0.1 0.0 0.0
H -3.673 -2.496 0.301 0.3 -0.3 -0.3
H -2.013 -3.597 -1.786 -0.3 0.1 0.4
H -1.253 -2.446 0.682 -0.3 0.5 -0.3
H -0.085 -1.095 -1.140 -0.9 -1.0 -0.5

---

Please write out number 4 again, unchanged.
42
Properties=species:S:1:pos:R:3:forces:R:3 method="wB97M-V/def2-TZVPD" spin_multiplicity=5 e_above_lowest_kcal_mol=27.1 homo_lumo_gap_ev="6.138 / 5.197" e_homo_ev="-5.71 / -7.98"
C 4.338 3.620 0.413 0.2 -0.1 0.1
C 2.943 3.307 -0.079 -0.1 0.1 -0.1
O 2.522 2.105 0.612 -0.8 -0.3 -0.3
C 1.355 1.528 0.239 -0.2 1.5 -1.3
C 1.046 0.352 1.047 0.8 -1.1 0.5
Cl 0.135 -0.923 0.390 2.5 -0.1 1.3
C 1.714 -0.111 2.277 -0.1 -1.1 1.9
O 1.205 -0.971 3.009 0.6 1.6 -1.5
O 2.909 0.434 2.548 -0.8 -0.6 0.2
C 3.467 -0.105 3.778 0.2 0.1 0.1
C 4.825 0.528 3.889 0.2 0.1 0.0
O 0.628 1.932 -0.664 1.0 -0.6 1.2
H 4.696 4.557 -0.015 -0.1 0.0 0.0
H 4.358 3.717 1.503 0.0 0.0 -0.1
H 5.040 2.834 0.117 -0.1 0.1 0.1
H 2.246 4.117 0.176 0.1 -0.3 -0.2
H 2.941 3.131 -1.164 -0.2 0.0 0.3
H 2.801 0.172 4.610 0.2 -0.2 -0.3
H 3.525 -1.201 3.701 -0.1 0.4 0.1
H 5.325 0.230 4.810 0.0 0.0 0.0
H 5.450 0.220 3.047 0.0 0.1 0.1
H 4.730 1.617 3.877 0.1 -0.1 0.0
O -6.477 -0.567 -1.866 2.5 -0.2 -0.7
C -5.429 -0.932 -2.249 -5.2 1.1 1.9
Fe -4.197 -1.902 -2.955 3.7 0.1 1.1
C -5.192 -3.038 -3.828 -3.5 -0.5 -2.3
O -6.041 -3.361 -4.549 1.5 -0.4 1.1
C -3.999 -0.620 -4.206 0.0 2.3 -3.5
O -4.122 0.210 -5.013 0.3 -1.6 1.9
C -1.723 -0.492 -0.410 -5.6 0.2 -4.2
C -2.902 -1.329 0.216 0.0 1.1 -0.2
C -3.653 -2.217 -0.772 1.2 -1.9 1.1
C -2.860 -2.918 -1.718 -0.6 0.6 0.5
C -1.913 -2.045 -2.397 1.7 -0.4 1.1
C -1.567 -0.812 -1.836 -0.4 0.6 0.2
H -1.860 0.585 -0.187 0.9 -0.7 0.0
H -2.592 -1.962 1.092 -0.1 0.4 -0.6
H -3.612 -0.569 0.592 0.3 -0.4 0.2
H -4.524 -2.689 -0.303 0.4 -0.1 -0.2
H -2.957 -3.984 -1.936 -0.1 0.5 -0.2
H -1.372 -2.428 -3.269 -0.5 0.4 0.0
H -1.207 -0.023 -2.527 0.4 -0.6 0.7